Entry 1:
{"formula": "C2H7NOS2", "method": "the ωB97M-V functional and the def2-TZVPD basis", "symbols": ["N", "C", "O", "H", "H", "H", "C", "S", "S", "H", "H", "H", "H"], "coordinates": [[1.1325, -1.4578, 0.3674], [2.1224, -1.0074, -0.4565], [1.9398, -0.2253, -1.3725], [0.1305, -1.4121, 0.2720], [1.4674, -1.4381, 1.3188], [3.0731, -1.2660, 0.0114], [-0.7585, 1.5042, -0.6009], [-0.8725, 0.6580, 1.0551], [-2.6202, -0.5391, 0.7750], [-1.2173, 2.4873, -0.4927], [-1.2530, 0.7489, -1.2048], [0.2843, 1.5363, -0.9032], [-3.4285, 0.4111, 1.2308]], "total_energy_ev": -27395.0837, "gap_ev": 9.290, "smiles": "NC=O.CSS", "homo_ev": -9.078, "fmax_ev_per_a": 2.650, "spin_multiplicity": 1, "relative_energy_kcal_mol": 20.9, "lumo_energy_ha": 0.008}

Entry 2:
{"formula": "C2H7NOS2", "method": "the ωB97M-V functional and the def2-TZVPD basis", "symbols": ["C", "S", "S", "H", "H", "H", "H", "C", "N", "O", "H", "H", "H"], "coordinates": [[1.0452, -0.1492, -1.6761], [0.9248, 1.5816, -1.2615], [-0.0323, 1.5492, 0.5088], [0.0204, -0.4949, -1.7711], [1.6326, -0.2943, -2.5828], [1.5741, -0.7943, -0.9625], [0.7337, 0.5607, 1.0335], [-0.9989, -2.4612, 1.0954], [-1.9723, -1.7597, 0.4507], [-0.0839, -1.9496, 1.6877], [-1.1305, -3.5545, 1.0205], [-1.6191, -0.8548, 0.1855], [-2.7543, -2.1649, 0.0016]], "total_energy_ev": -27387.1213, "s_squared": 0.75, "gap_ev": [8.993, 5.267], "charge": 1, "homo_ev": [-13.792, -13.775], "fmax_ev_per_a": 1.748, "spin_multiplicity": 2, "relative_energy_kcal_mol": 0.0, "lumo_energy_ha": [-0.176, -0.313]}

Entry 3:
{"formula": "C2H7NOSi", "method": "the ωB97M-V functional and the def2-TZVPD basis", "symbols": ["C", "C", "Si", "N", "O", "H", "H", "H", "H", "H", "H", "H"], "coordinates": [[2.0966, -0.6364, -0.2250], [1.2925, 0.3545, 0.1244], [-0.9214, -0.0464, 0.2673], [-1.9525, 1.2195, -0.3088], [-1.4064, -1.5107, -0.0751], [3.2028, -0.2737, -0.2937], [1.9698, -1.6140, -0.4966], [1.8546, 1.3527, 0.3882], [-1.0602, -0.2107, 1.8368], [-2.2757, 1.6814, 0.5833], [-1.7227, 1.8493, -1.0418], [-1.0774, -2.1653, -0.7592]], "total_energy_ev": -13602.2575, "gap_ev": 9.920, "smiles": "C=C[Si@@H](N)O", "homo_ev": -9.330, "fmax_ev_per_a": 5.148, "spin_multiplicity": 1, "relative_energy_kcal_mol": 27.6, "lumo_energy_ha": 0.022}

Entry 4:
{"formula": "C2H7NOSi", "method": "the ωB97M-V functional and the def2-TZVPD basis", "symbols": ["H", "N", "Si", "O", "H", "H", "C", "C", "H", "H", "H", "H"], "coordinates": [[-2.6226, -1.8914, 1.5547], [-3.2227, -1.1285, 1.3811], [-2.7299, -0.0581, 0.2575], [-3.7474, 1.1863, 0.1374], [-1.4694, 0.2116, -0.5224], [-4.4932, 1.2470, 0.7826], [3.6239, 0.0654, -0.3517], [2.4189, -0.0857, -0.8201], [4.5620, 0.0289, -0.9428], [3.8329, 0.2878, 0.7150], [2.3103, -0.1812, -1.8972], [1.5372, 0.3178, -0.2941]], "total_energy_ev": -13601.6182, "gap_ev": 9.882, "smiles": "[H]/N=[SiH]/O.C=C", "homo_ev": -9.512, "fmax_ev_per_a": 2.889, "spin_multiplicity": 1, "relative_energy_kcal_mol": 42.4, "lumo_energy_ha": 0.014}

Entry 5:
{"formula": "C2H7NS2", "method": "the ωB97M-V functional and the def2-TZVPD basis", "symbols": ["C", "C", "N", "H", "H", "H", "H", "H", "S", "S", "H", "H"], "coordinates": [[0.2301, -0.3993, 1.1116], [0.8686, 0.7555, 1.1619], [0.2057, 1.9917, 1.2431], [-0.8547, -0.4323, 1.1101], [0.5864, -1.4171, 1.0652], [1.9513, 0.8124, 1.1164], [-0.5744, 2.2109, 0.6483], [0.7787, 2.7050, 1.6067], [0.0373, -1.7190, -2.8303], [-1.7793, -1.0720, -2.2134], [0.9131, -1.1346, -1.9478], [-2.3628, -2.3011, -2.0718]], "total_energy_ev": -25346.8985, "gap_ev": 8.887, "smiles": "C=CN.SS", "homo_ev": -8.428, "fmax_ev_per_a": 1.490, "spin_multiplicity": 1, "relative_energy_kcal_mol": 26.5, "lumo_energy_ha": 0.017}

Entry 6:
{"formula": "C2H7NS2", "method": "the ωB97M-V functional and the def2-TZVPD basis", "symbols": ["C", "N", "C", "H", "H", "H", "H", "H", "S", "S", "H", "H"], "coordinates": [[-1.3887, -0.1583, -1.0644], [-0.1343, -0.0330, -1.0957], [0.5941, -1.3356, -0.9939], [-2.1294, 0.6352, -1.2592], [-1.8451, -0.8971, -0.3791], [0.0731, -1.9601, -0.2781], [0.4894, -1.7993, -1.9589], [1.6325, -1.1093, -0.7474], [0.0431, 0.6550, 2.0876], [0.4800, 2.6656, 1.7763], [0.9190, 0.3834, 1.1310], [1.2662, 2.9534, 2.7818]], "total_energy_ev": -25346.2888, "gap_ev": 9.659, "smiles": "C=NC.SS", "homo_ev": -9.312, "fmax_ev_per_a": 2.663, "spin_multiplicity": 1, "relative_energy_kcal_mol": 40.6, "lumo_energy_ha": 0.013}

Entry 7:
{"formula": "C2H7NS2", "method": "the ωB97M-V functional and the def2-TZVPD basis", "symbols": ["C", "C", "S", "N", "S", "H", "H", "H", "H", "H", "H", "H"], "coordinates": [[1.3575, -0.4525, -0.6840], [0.0342, 0.5070, 0.1181], [-0.3871, 1.9354, -0.9163], [-1.0039, -0.3700, 0.4826], [-1.6615, -0.2124, 2.0558], [0.9078, -0.8970, -1.5604], [1.6601, -1.1959, 0.0339], [2.1379, 0.2473, -0.9373], [0.5225, 0.9144, 1.0030], [-0.8006, 1.2372, -1.9715], [-1.7431, -0.4440, -0.2039], [-1.0237, -1.2695, 2.5801]], "total_energy_ev": -25346.7797, "gap_ev": 9.883, "smiles": "C[C@@H](S)NS", "homo_ev": -9.112, "fmax_ev_per_a": 4.293, "spin_multiplicity": 1, "relative_energy_kcal_mol": 29.2, "lumo_energy_ha": 0.028}

Entry 8:
{"formula": "C2H7NS2", "method": "the ωB97M-V functional and the def2-TZVPD basis", "symbols": ["C", "N", "S", "S", "C", "H", "H", "H", "H", "H", "H", "H"], "coordinates": [[-1.2701, -0.0126, -1.8197], [-0.6130, -0.4494, -0.6122], [-1.1920, -0.2104, 0.8381], [-0.1219, 1.4078, 1.5448], [1.5973, 0.6778, 2.1646], [-1.8055, 0.8963, -1.4793], [-0.5070, 0.3190, -2.4584], [-1.9688, -0.6894, -2.3620], [0.1710, -1.0172, -0.7582], [1.4268, -0.3525, 1.9651], [1.6761, 0.9271, 3.2055], [2.2492, 1.1537, 1.4110]], "total_energy_ev": -25347.1318, "gap_ev": 9.480, "smiles": "CNSSC", "homo_ev": -8.628, "fmax_ev_per_a": 3.395, "spin_multiplicity": 1, "relative_energy_kcal_mol": 21.1, "lumo_energy_ha": 0.031}

Number 7 is which compound? C2H7NS2